(1)
Entry from OMol25: a cluster of 12 separate species, C32H93N5O18 in total at a distorted geometry (wB97M-V/def2-TZVPD).

The geometry in XYZ format:
```
148
Properties=species:S:1:pos:R:3:mulliken_charge:R:1
C -4.24 8.53 -2.88 -0.75
O -3.95 7.12 -2.77 -0.34
C -4.18 6.62 -1.43 -0.71
C -3.64 5.10 -1.35 0.54
C -4.64 4.04 -1.86 -1.39
N -3.34 4.67 0.06 -0.50
H -3.89 8.82 -3.88 0.27
H -3.70 9.16 -2.18 0.31
H -5.29 8.80 -2.81 0.30
H -3.58 7.23 -0.76 0.35
H -5.24 6.72 -1.19 0.35
H -2.65 5.13 -1.80 0.14
H -5.53 4.11 -1.24 0.38
H -4.18 3.05 -1.86 0.31
H -5.04 4.13 -2.87 0.41
H -3.37 3.67 0.13 0.15
H -4.22 4.92 0.50 0.32
C -4.84 -2.69 -1.26 -0.33
O -4.57 -3.83 -2.03 -0.34
C -3.90 -4.88 -1.50 -0.65
C -3.81 -6.01 -2.59 1.51
C -5.09 -6.51 -3.24 -1.59
N -3.12 -7.19 -2.13 -0.67
H -5.60 -2.07 -1.74 0.26
H -3.96 -2.04 -1.25 -0.15
H -5.09 -2.94 -0.23 0.36
H -2.95 -4.45 -1.17 0.19
H -4.42 -5.30 -0.64 0.51
H -3.16 -5.60 -3.36 -0.54
H -5.52 -5.84 -3.99 0.32
H -5.91 -6.46 -2.53 0.35
H -5.14 -7.52 -3.66 0.43
H -3.15 -8.09 -2.59 0.21
H -2.15 -7.02 -1.91 0.15
C 1.42 -0.61 3.41 -1.16
O 1.79 -1.80 4.22 -0.41
C 0.81 -2.25 5.19 -0.68
C 1.20 -3.69 5.59 1.02
C 0.34 -4.25 6.73 -1.45
N 2.57 -3.79 6.03 -0.73
H 2.21 -0.04 2.92 0.25
H 1.13 0.16 4.12 0.21
H 0.52 -0.63 2.79 0.67
H 0.78 -1.74 6.15 0.49
H -0.22 -2.37 4.86 0.28
H 0.87 -4.25 4.71 -0.31
H 0.37 -3.57 7.58 0.38
H 0.62 -5.28 6.97 0.37
H -0.65 -4.15 6.27 0.34
H 3.06 -3.25 5.33 0.33
H 2.79 -3.29 6.88 0.28
C 2.81 4.82 4.65 -0.94
O 2.64 4.60 3.29 -0.12
C 3.47 3.53 2.83 -1.04
C 2.99 3.15 1.39 2.55
C 3.91 2.09 0.77 -1.45
N 2.97 4.35 0.54 -0.92
H 2.30 4.14 5.34 0.28
H 2.45 5.80 4.93 0.28
H 3.84 4.95 4.99 0.36
H 4.52 3.84 2.82 0.55
H 3.44 2.66 3.48 0.43
H 2.01 2.67 1.45 -1.01
H 3.66 1.12 1.19 -0.07
H 4.95 2.37 0.91 0.41
H 3.73 1.90 -0.29 0.32
H 2.58 5.08 1.13 0.23
H 2.23 4.21 -0.14 0.35
C 1.45 -5.79 -4.25 -0.80
O 0.98 -4.44 -4.03 -0.06
C -0.24 -4.17 -4.60 -0.88
C -0.74 -2.73 -4.22 1.51
C -2.31 -2.59 -4.25 -1.24
N -0.05 -1.77 -4.99 -0.74
H 2.45 -5.92 -3.84 0.21
H 1.42 -5.93 -5.33 0.33
H 0.71 -6.42 -3.75 0.26
H -0.32 -4.53 -5.62 0.39
H -0.98 -4.83 -4.14 0.22
H -0.41 -2.64 -3.19 -0.56
H -2.57 -1.72 -3.65 0.24
H -2.74 -3.51 -3.85 0.08
H -2.80 -2.54 -5.23 0.34
H 0.75 -1.70 -4.39 0.25
H 0.34 -2.38 -5.70 0.47
O 2.97 -3.18 0.27 -0.38
C 4.31 -3.06 -0.32 -0.53
C 4.72 -1.53 -0.49 0.31
O 5.72 -1.23 0.41 -0.62
H 3.17 -3.05 1.20 0.13
H 5.17 -3.61 0.05 0.38
H 4.30 -3.56 -1.29 0.27
H 3.85 -0.89 -0.31 -0.32
H 5.11 -1.47 -1.50 0.16
H 5.42 -1.25 1.31 0.38
O -0.25 2.33 4.81 -0.69
C -0.36 2.97 3.54 0.92
C -1.80 2.88 3.01 -0.05
O -2.74 3.35 3.99 -0.60
H 0.67 2.10 4.93 0.29
H -0.13 4.01 3.76 0.15
H 0.38 2.64 2.81 -0.59
H -2.00 1.85 2.72 0.40
H -1.96 3.49 2.13 -0.27
H -2.60 4.30 3.97 0.36
O -1.84 1.46 -0.03 -0.50
C -1.25 0.14 -0.09 0.37
C -0.15 -0.05 -1.19 0.25
O 1.13 0.25 -0.63 0.29
H -1.27 2.12 -0.43 0.21
H -0.75 0.11 0.87 -0.34
H -2.04 -0.61 -0.23 0.11
H -0.49 0.61 -2.00 0.40
H -0.14 -1.07 -1.56 -0.68
H 1.35 1.17 -0.77 -0.15
O 0.07 -3.14 0.30 0.07
C 0.14 -3.60 1.60 0.05
C 0.31 -5.12 1.84 -0.63
O -0.57 -5.98 1.16 -0.59
H 1.01 -3.14 0.10 0.24
H 0.76 -2.92 2.18 -0.16
H -0.87 -3.36 1.92 0.40
H 0.27 -5.39 2.89 0.25
H 1.30 -5.47 1.56 0.28
H -0.29 -5.94 0.24 0.28
O 2.85 -1.10 -3.12 -0.14
C 3.72 -1.67 -4.02 -0.11
C 4.78 -0.73 -4.64 -0.71
O 5.54 0.10 -3.73 -0.48
H 3.27 -0.88 -2.29 -0.01
H 4.37 -2.37 -3.48 0.14
H 3.28 -2.24 -4.83 0.32
H 4.24 -0.09 -5.33 0.41
H 5.47 -1.31 -5.25 0.39
H 5.97 0.79 -4.24 0.28
O 0.20 8.24 0.87 -0.61
C 0.37 7.05 1.68 -0.44
C -0.71 6.11 1.31 0.60
O -0.45 5.35 0.13 -0.55
H 0.14 8.04 -0.06 0.33
H 1.39 6.67 1.61 0.18
H 0.31 7.38 2.72 0.31
H -1.56 6.72 1.02 0.20
H -0.81 5.50 2.21 -0.31
H -1.32 4.93 0.14 -0.10
O 0.89 3.02 -1.04 -0.25
H 1.00 3.41 -1.91 0.17
H 0.48 3.71 -0.52 0.27
```

For the HOMO-LUMO gap, the calculation gives 8.96 eV. The total energy comes out at -78987.39574 eV. The HOMO energy is -8.6 eV. The LUMO energy comes out at 0.33 eV. Its multiplicity is 1. As for the structure (SMILES): COC[C@H](C)N.COC[C@H](C)N.COC[C@H](C)N.COC[C@H](C)N.COC[C@H](C)N.OCCO.OCCO.OCCO.OCCO.OCCO.OCCO.O.

(2)
Entry from OMol25: an isolated molecule of C19H23NO5 (wB97M-V/def2-TZVPD).

The geometry in XYZ format:
```
48
Properties=species:S:1:pos:R:3:nbo_charge:R:1
C 3.93 0.93 -1.85 -0.25
O 2.94 0.53 -0.94 -0.54
C 2.88 -0.78 -0.56 0.38
C 3.55 -1.80 -1.23 -0.32
C 3.42 -3.11 -0.81 -0.19
C 2.63 -3.42 0.28 -0.24
C 1.98 -2.41 0.95 -0.17
C 2.09 -1.08 0.56 -0.09
C 1.36 -0.01 1.33 -0.24
C 2.26 1.14 1.79 -0.49
C 2.43 2.24 0.78 0.73
O 3.42 2.94 0.69 -0.61
N 1.31 2.52 0.05 -0.63
C 0.20 1.70 -0.08 0.30
C -0.91 2.31 -0.89 -0.66
C 0.18 0.49 0.51 -0.24
C -0.93 -0.46 0.45 0.79
O -1.12 -1.34 1.27 -0.63
O -1.73 -0.28 -0.61 -0.51
C -2.91 -1.06 -0.66 -0.10
C -3.99 -0.46 0.26 0.06
C -5.30 -1.27 0.20 -0.43
C -6.36 -0.21 -0.10 -0.43
C -5.53 0.87 -0.80 -0.07
O -4.30 0.87 -0.12 -0.53
H 3.95 2.02 -1.80 0.21
H 4.92 0.55 -1.57 0.18
H 3.69 0.62 -2.87 0.18
H 4.16 -1.58 -2.09 0.22
H 3.94 -3.89 -1.35 0.21
H 2.52 -4.44 0.61 0.21
H 1.35 -2.64 1.80 0.22
H 0.94 -0.50 2.22 0.25
H 3.24 0.77 2.08 0.24
H 1.81 1.61 2.68 0.24
H 1.37 3.32 -0.56 0.41
H -0.84 1.97 -1.92 0.24
H -1.88 2.01 -0.51 0.27
H -0.83 3.39 -0.87 0.21
H -2.70 -2.09 -0.34 0.21
H -3.24 -1.04 -1.70 0.19
H -3.58 -0.41 1.28 0.20
H -5.49 -1.80 1.13 0.23
H -5.25 -2.00 -0.61 0.20
H -7.18 -0.58 -0.71 0.22
H -6.77 0.19 0.83 0.21
H -5.95 1.87 -0.72 0.19
H -5.40 0.62 -1.86 0.16
```

For the HOMO-LUMO gap, the calculation gives 9.05 eV. The total energy comes out at -31804.34228 eV. The HOMO energy is -8.3 eV. The LUMO energy comes out at 0.75 eV. Its multiplicity is 1. The energy relative to the best compared isomer or geometry (same formula, charge and spin) comes out at 0.6397 eV. As for the structure (SMILES): COc1ccccc1[C@H]1CC(=O)NC(C)=C1C(=O)OC[C@@H]1CCCO1.

(3)
Entry from OMol25: a structure of composition C18H54F2O18Zn2 at a distorted geometry (wB97M-V/def2-TZVPD).

The geometry in XYZ format:
```
94
Properties=species:S:1:pos:R:3:mulliken_charge:R:1
Zn -1.63 -2.53 0.22 1.39
Zn -0.16 1.21 -0.68 -0.17
F -0.66 -2.73 1.92 -0.71
F -1.01 -0.59 -0.22 -0.63
C 2.45 -2.74 0.10 0.08
C 3.55 -1.91 0.80 -0.06
O 4.70 -2.61 1.08 -0.60
O 2.51 -2.75 -1.31 -0.60
H 1.42 -2.41 0.26 -0.05
H 2.49 -3.79 0.37 0.60
H 3.16 -1.51 1.73 0.12
H 3.64 -0.97 0.26 -0.19
H 5.07 -2.34 1.92 0.39
H 3.06 -3.50 -1.54 0.28
C -1.93 4.38 -4.45 -0.48
C -3.18 4.19 -3.62 -0.44
O -2.82 4.21 -2.24 -0.46
O -1.03 3.15 -4.81 -0.47
H -1.23 4.95 -3.83 0.26
H -2.16 5.06 -5.27 0.46
H -3.70 3.24 -3.75 0.25
H -3.90 4.96 -3.92 0.41
H -2.79 5.09 -1.85 0.29
H -0.34 3.47 -5.38 0.25
C 2.82 1.24 -1.38 -0.41
C 2.43 2.48 -2.12 -0.85
O 1.16 2.91 -1.63 -0.25
O 1.70 0.33 -1.35 -0.18
H 3.07 1.65 -0.40 -0.19
H 3.65 0.72 -1.86 0.69
H 2.22 2.18 -3.15 0.30
H 3.25 3.19 -2.15 0.49
H 0.95 3.84 -1.71 0.24
H 2.07 -0.52 -1.58 -0.05
C -4.29 -1.15 -0.75 -0.25
C -4.49 -1.35 0.77 -0.84
O -3.24 -1.62 1.46 -0.22
O -3.32 -2.16 -1.29 -0.46
H -3.92 -0.14 -0.89 -0.02
H -5.21 -1.34 -1.30 0.55
H -5.01 -2.29 0.92 0.36
H -5.28 -0.70 1.15 0.55
H -3.42 -1.53 2.40 0.17
H -3.74 -2.51 -2.08 0.25
C -0.38 -4.89 -1.04 -0.48
C -1.91 -5.08 -0.90 -0.60
O -2.50 -4.45 0.26 -0.33
O -0.26 -3.45 -1.18 -0.41
H 0.09 -5.32 -1.93 0.44
H 0.22 -5.18 -0.18 0.33
H -2.10 -6.13 -0.71 0.65
H -2.37 -4.77 -1.84 0.17
H -2.94 -5.15 0.73 0.33
H 0.67 -3.28 -1.30 0.21
C -1.04 -1.27 5.26 -0.44
C 0.38 -0.92 4.98 -0.40
O 0.58 -0.72 3.54 -0.12
O -1.54 -2.47 4.69 -0.49
H -1.62 -0.43 4.87 0.15
H -1.32 -1.30 6.31 0.44
H 0.95 -1.77 5.35 0.26
H 0.71 0.02 5.41 0.35
H 0.60 -1.61 3.19 0.00
H -1.52 -2.29 3.75 0.17
C -1.32 2.75 1.40 -0.91
C 0.18 2.65 1.82 -0.43
O 0.84 1.71 0.98 0.92
O -1.60 2.37 0.06 0.39
H -1.79 3.66 1.78 0.50
H -1.86 1.99 1.97 0.34
H 0.23 2.34 2.86 0.25
H 0.74 3.58 1.69 0.37
H 1.67 1.52 1.42 0.00
H -2.35 2.94 -0.14 0.15
C -1.87 0.56 -3.16 0.66
C -0.89 -0.39 -4.01 -0.98
O -0.25 -1.33 -3.29 -0.31
O -1.02 1.55 -2.50 0.22
H -2.62 0.18 -2.47 -0.52
H -2.47 1.20 -3.81 0.33
H -0.14 0.03 -4.68 0.41
H -1.45 -1.08 -4.65 0.42
H 0.65 -1.47 -3.60 0.24
H -1.00 2.30 -3.10 -0.04
C 5.00 2.06 3.65 -0.79
C 4.28 1.64 2.39 -0.28
O 2.88 1.20 2.59 -0.29
O 5.06 1.03 4.55 -0.49
H 4.41 2.82 4.15 0.38
H 6.00 2.45 3.46 0.38
H 4.84 0.86 1.88 0.25
H 4.23 2.49 1.72 0.38
H 2.86 0.78 3.46 0.13
H 5.16 1.34 5.46 0.32
```

For the HOMO-LUMO gap, the calculation gives 8.99 eV. The total energy comes out at -158652.32234 eV. The HOMO energy is -13.4 eV. The LUMO energy comes out at -4.37 eV. Its multiplicity is 1. The net charge is +2.

(4)
Entry from OMol25: a structure of composition C3H3O3Sn at a distorted geometry (wB97M-V/def2-TZVPD).

The geometry in XYZ format:
```
10
Properties=species:S:1:pos:R:3:nbo_charge:R:1
O -1.89 1.19 -0.90 -0.71
O 1.33 -0.36 -0.66 -0.78
C 0.42 -0.56 0.15 0.56
O -0.59 -1.34 -0.12 -0.46
C -1.13 -0.29 0.84 -0.08
H -1.44 -0.80 1.76 0.23
C -2.11 0.68 0.25 0.09
H -1.31 1.10 1.29 0.14
H -3.15 0.34 0.52 0.18
Sn 2.74 0.27 0.50 0.82
```

For the HOMO-LUMO gap (alpha / beta), the calculation gives 5.46 / 5.89 eV. The total energy comes out at -15125.11644 eV. The HOMO energy (alpha / beta) is -7.3 / -7.6 eV. The LUMO energy (alpha / beta) comes out at -1.87 / -1.74 eV. Its multiplicity is 2. The energy relative to the best compared isomer or geometry (same formula, charge and spin) comes out at 6.1932 eV.

(5)
Entry from OMol25: a cluster of 12 separate species, C43H79N7O5 in total at a distorted geometry (wB97M-V/def2-TZVPD).

The geometry in XYZ format:
```
134
Properties=species:S:1:pos:R:3:mulliken_charge:R:1
C 4.26 1.38 4.28 -1.37
C 3.10 1.05 3.32 0.73
C 2.30 2.25 2.86 -0.64
O 2.69 -0.10 3.10 -0.55
H 4.79 2.28 3.97 0.40
H 4.92 0.50 4.36 0.30
H 3.71 1.52 5.21 0.33
H 3.00 2.86 2.25 0.58
H 2.07 2.95 3.66 0.47
H 1.39 1.95 2.33 -0.30
C 5.56 -2.97 2.18 -1.02
C 5.30 -2.64 0.74 0.57
C 4.88 -1.21 0.44 -0.77
O 5.46 -3.46 -0.14 -0.58
H 4.61 -2.98 2.70 0.21
H 6.13 -2.18 2.68 0.32
H 6.09 -3.92 2.29 0.33
H 5.60 -0.48 0.83 0.54
H 3.88 -1.08 0.90 0.02
H 4.91 -0.98 -0.60 0.39
C 4.86 2.68 -1.26 -1.12
C 3.48 2.61 -1.89 0.85
C 3.24 3.55 -3.04 -0.81
O 2.63 1.84 -1.46 -0.29
H 4.94 1.84 -0.56 0.01
H 4.99 3.61 -0.73 0.30
H 5.63 2.62 -2.03 0.45
H 3.39 4.58 -2.64 0.28
H 2.29 3.43 -3.53 -0.18
H 3.97 3.36 -3.82 0.50
C 0.33 -1.39 0.83 -0.90
C -0.58 -0.17 0.82 0.78
C -0.14 0.91 -0.15 -0.56
O -1.62 -0.12 1.43 0.22
H 0.86 -1.49 -0.10 0.23
H -0.21 -2.31 0.98 0.12
H 1.18 -1.29 1.51 0.04
H 0.89 1.18 -0.03 0.30
H -0.77 1.80 -0.07 -0.19
H -0.17 0.52 -1.18 0.04
C -4.34 -1.21 2.82 -0.70
C -4.11 -1.43 1.33 0.77
C -3.52 -2.73 0.85 -0.05
O -4.46 -0.59 0.55 -0.56
H -4.45 -0.15 3.08 0.21
H -3.52 -1.63 3.39 -0.07
H -5.26 -1.78 3.14 0.49
H -3.51 -2.72 -0.24 0.06
H -4.09 -3.60 1.27 0.45
H -2.50 -2.88 1.20 -0.57
C 1.78 -2.78 -3.03 -0.47
C 2.26 -3.70 -4.14 -0.73
C 1.30 -4.01 -5.29 -0.55
C 0.64 -2.80 -5.77 0.32
N 0.13 -1.87 -6.21 -0.46
H 0.81 -3.16 -2.61 0.27
H 1.63 -1.74 -3.34 0.04
H 2.56 -2.74 -2.24 0.23
H 2.50 -4.70 -3.74 0.34
H 3.24 -3.38 -4.44 0.36
H 0.55 -4.67 -4.93 0.28
H 1.77 -4.54 -6.12 0.37
C -1.41 -5.69 2.22 -0.99
C -0.77 -5.23 3.53 -0.52
C -1.72 -4.67 4.58 0.98
C -2.79 -5.60 4.96 -0.01
N -3.61 -6.29 5.38 -0.48
H -0.63 -5.92 1.51 0.33
H -2.11 -4.96 1.81 0.07
H -1.97 -6.62 2.43 0.47
H -0.01 -4.45 3.32 0.20
H -0.12 -5.99 4.02 0.38
H -2.16 -3.74 4.24 -0.65
H -1.15 -4.48 5.51 0.31
C -4.14 3.78 0.55 -1.26
C -4.01 2.39 1.12 0.30
C -3.38 2.34 2.51 0.46
C -2.05 2.87 2.50 -0.07
N -1.00 3.31 2.49 -0.39
H -3.20 4.27 0.49 0.15
H -4.74 4.43 1.19 0.34
H -4.62 3.78 -0.43 0.41
H -3.36 1.75 0.52 -0.29
H -4.91 1.78 1.19 0.46
H -3.34 1.34 2.96 -0.80
H -3.96 3.02 3.17 0.60
C 0.23 5.78 -1.97 -1.42
C 0.25 4.84 -0.78 1.37
C 0.89 5.40 0.50 0.01
C 2.29 5.66 0.36 0.17
N 3.42 5.88 0.21 -0.58
H 1.25 6.05 -2.25 0.31
H -0.31 6.74 -1.75 0.40
H -0.27 5.34 -2.83 0.35
H 0.78 3.90 -1.05 -0.59
H -0.73 4.50 -0.47 -0.25
H 0.72 4.68 1.34 -0.16
H 0.40 6.34 0.73 0.45
C -0.20 1.39 -4.13 0.15
C -0.80 1.68 -5.52 -0.32
C 0.24 1.83 -6.61 -0.52
C 1.02 3.07 -6.45 0.17
N 1.69 4.02 -6.33 -0.52
H 0.42 0.50 -4.10 -0.08
H -1.02 1.24 -3.41 -0.04
H 0.31 2.30 -3.83 0.05
H -1.48 2.53 -5.51 0.48
H -1.37 0.82 -5.85 -0.08
H -0.23 1.92 -7.57 0.48
H 0.92 0.99 -6.55 0.19
C -1.66 -0.90 6.16 -1.47
C -0.86 -1.00 4.86 0.44
C -0.45 0.37 4.34 2.32
C 0.44 0.96 5.33 -0.14
N 1.15 1.44 6.13 -0.66
H -1.95 -1.91 6.48 0.41
H -2.50 -0.20 6.09 0.31
H -1.01 -0.50 6.96 0.43
H -1.48 -1.41 4.05 -0.62
H 0.00 -1.68 4.92 0.46
H -1.29 1.10 4.22 -0.57
H 0.14 0.33 3.43 -1.02
C -3.42 -0.56 -2.87 -0.96
C -2.74 -1.69 -3.59 0.35
C -3.32 -2.06 -4.94 -0.34
C -4.61 -2.74 -4.84 0.01
N -5.62 -3.31 -4.69 -0.47
H -2.86 -0.21 -2.00 -0.09
H -4.42 -0.85 -2.52 0.43
H -3.51 0.29 -3.54 0.45
H -2.73 -2.62 -3.00 0.36
H -1.71 -1.40 -3.77 -0.21
H -2.67 -2.76 -5.50 0.27
H -3.45 -1.18 -5.61 0.23
```

For the HOMO-LUMO gap, the calculation gives 9.96 eV. The total energy comes out at -66539.22809 eV. The HOMO energy is -9.8 eV. The LUMO energy comes out at 0.15 eV. Its multiplicity is 1. As for the structure (SMILES): CC(C)=O.CC(C)=O.CC(C)=O.CC(C)=O.CC(C)=O.CCCC#N.CCCC#N.CCCC#N.CCCC#N.CCCC#N.CCCC#N.CCCC#N.